Version A
An isolated molecule of C20H33N3OS2. Source: the Open Molecules 2025 dataset; level of theory: the ωB97M-V functional and the def2-TZVPD basis.

Its spin multiplicity is 1. For the highest occupied orbital energy, the calculation gives -8.33 eV. The molar mass is 395.6 g/mol. The SMILES is CCCCCCNC(=O)CNC(=S)N(Cc1cccs1)C1CCCCC1. The orbital gap comes out at 8.9 eV.

CARTESIAN COORDINATES (ANGSTROEM)
C  6.765  0.864  1.490
C  5.423  0.267  1.896
C  4.436  1.351  2.322
C  3.121  0.816  2.892
C  2.268  0.036  1.884
H  1.211  0.263  2.042
H  2.519  0.347  0.867
C  2.438  -1.481  2.001
N  1.644  -2.166  1.009
C  0.550  -2.880  1.309
O  0.171  -3.134  2.435
C  -0.236  -3.329  0.065
N  -1.079  -2.245  -0.391
C  -0.652  -1.277  -1.237
N  -1.490  -0.245  -1.491
C  -2.835  -0.208  -0.957
C  -2.922  0.392  0.417
C  -3.964  1.080  0.958
C  -3.717  1.505  2.283
C  -2.489  1.142  2.727
S  -1.607  0.266  1.542
H  -2.036  1.328  3.680
H  -4.424  2.061  2.872
H  -4.881  1.276  0.431
H  -3.255  -1.224  -0.962
H  -3.454  0.386  -1.633
C  -1.064  0.868  -2.330
C  -1.284  2.220  -1.653
C  -0.710  3.326  -2.535
C  -1.364  3.306  -3.913
C  -1.164  1.949  -4.580
C  -1.734  0.835  -3.706
H  -2.814  0.971  -3.608
H  -1.553  -0.137  -4.169
H  -1.652  1.935  -5.556
H  -0.098  1.773  -4.734
H  -0.936  4.092  -4.538
H  -2.434  3.508  -3.810
H  -0.870  4.295  -2.059
H  0.367  3.179  -2.644
H  -2.349  2.405  -1.496
H  -0.792  2.226  -0.678
H  0.013  0.734  -2.478
S  0.828  -1.407  -1.993
H  -1.814  -2.015  0.261
H  -0.878  -4.170  0.334
H  0.439  -3.615  -0.744
H  1.811  -1.932  0.034
H  3.486  -1.763  1.874
H  2.093  -1.825  2.979
H  2.546  1.671  3.253
H  3.332  0.180  3.754
H  4.911  1.973  3.085
H  4.220  1.994  1.465
H  5.016  -0.291  1.052
H  5.573  -0.430  2.724
H  6.638  1.557  0.661
H  7.455  0.082  1.180
H  7.212  1.405  2.322

Version B
A structure of composition C20H33N3OS2. Source: the Open Molecules 2025 dataset; level of theory: the ωB97M-V functional and the def2-TZVPD basis.

Its spin multiplicity is 1. For the highest occupied orbital energy, the calculation gives -7.68 eV. The molar mass is 395.6 g/mol. The orbital gap comes out at 7.9 eV.

CARTESIAN COORDINATES (ANGSTROEM)
C  -2.066  -5.399  5.363
C  -0.775  -4.811  5.115
C  -0.977  -3.525  4.319
C  0.509  -2.853  3.924
C  0.465  -1.400  3.159
H  1.560  -1.294  2.663
H  0.050  -1.779  2.085
C  -0.213  -0.308  3.792
N  -0.077  0.904  2.991
C  -1.047  1.462  2.547
O  -2.341  1.054  2.512
C  -0.776  2.692  1.451
N  -0.376  2.280  0.360
C  0.707  1.511  -0.207
N  0.751  1.068  -1.346
C  2.256  0.576  -1.972
C  2.801  1.682  -2.737
C  3.127  2.918  -2.563
C  3.321  3.604  -3.621
C  3.479  2.832  -4.883
S  2.809  1.422  -4.550
H  3.770  3.111  -5.984
H  3.755  4.587  -3.703
H  3.086  3.215  -1.660
H  1.805  -0.260  -2.428
H  2.761  0.493  -0.978
C  -0.211  0.965  -2.157
C  -0.389  -0.333  -3.319
C  -1.439  -0.377  -4.124
C  -1.781  0.912  -4.741
C  -2.017  2.092  -3.814
C  -0.655  2.319  -2.979
H  0.204  2.345  -3.674
H  -0.555  3.114  -2.228
H  -2.013  3.102  -4.303
H  -2.869  1.817  -3.164
H  -2.916  0.997  -5.256
H  -0.898  0.947  -5.571
H  -1.511  -1.193  -4.813
H  -2.377  -0.656  -3.544
H  0.700  -0.184  -3.916
H  0.090  -1.349  -2.970
H  -1.136  0.684  -1.698
S  2.227  1.825  0.829
H  -1.331  1.946  -0.378
H  0.234  3.078  2.092
H  -1.408  3.312  1.631
H  1.015  1.073  2.892
H  -1.325  -0.521  4.007
H  0.439  -0.283  4.582
H  0.994  -3.621  3.297
H  1.013  -2.657  4.778
H  -1.592  -3.627  3.462
H  -1.286  -2.769  4.920
H  -0.067  -4.696  6.001
H  -0.140  -5.689  4.310
H  -2.686  -5.407  4.463
H  -2.608  -4.619  5.881
H  -2.068  -6.328  5.852

Bottom line: version A, by a margin of 396.1 kcal/mol.

Version A
A cluster of 2 separate species, C5H13N2O in total. Source: the Open Molecules 2025 dataset; level of theory: the ωB97M-V functional and the def2-TZVPD basis.

Its spin multiplicity is 1. For the highest occupied orbital energy, the calculation gives -14.97 eV. The molar mass is 117.2 g/mol. As for the charge: +1. The orbital gap comes out at 11.2 eV.

CARTESIAN COORDINATES (ANGSTROEM)
C  2.144  0.075  -0.736
C  -0.069  1.915  0.017
C  -0.842  -1.531  1.056
C  -1.663  -0.179  -0.906
C  0.058  0.587  0.645
N  1.874  -1.045  -0.235
N  -0.805  -0.324  0.282
O  0.956  0.458  1.579
H  2.079  0.599  -1.779
H  0.262  2.715  0.548
H  0.364  1.872  -0.971
H  -1.146  2.235  0.058
H  -0.226  -2.424  0.676
H  -0.784  -1.450  2.170
H  -1.873  -1.847  0.773
H  -2.353  -1.063  -0.835
H  -2.187  0.763  -1.046
H  -0.996  -0.167  -1.826
H  1.250  -1.480  -0.875
H  2.750  0.720  -0.116
H  1.207  -0.430  1.521

Version B
A cluster of 2 separate species, C5H13N2O in total. Source: the Open Molecules 2025 dataset; level of theory: the ωB97M-V functional and the def2-TZVPD basis.

Its spin multiplicity is 1. For the highest occupied orbital energy, the calculation gives -14.14 eV. The molar mass is 117.2 g/mol. As for the charge: +1. The orbital gap comes out at 6.9 eV.

CARTESIAN COORDINATES (ANGSTROEM)
C  3.276  0.354  0.797
O  3.682  0.109  -0.539
C  1.877  -0.211  0.898
C  0.927  0.419  -0.151
C  -0.406  -0.152  -0.041
C  -1.487  0.627  0.514
N  -2.655  0.225  0.854
N  -0.564  -1.513  -0.288
H  3.253  1.435  0.992
H  3.954  -0.122  1.505
H  4.597  0.356  -0.668
H  1.897  -1.290  0.723
H  1.476  -0.079  1.908
H  1.330  0.205  -1.151
H  0.891  1.500  -0.004
H  -1.296  1.678  0.721
H  -2.905  -0.672  0.417
H  -8.161  0.325  -2.580
H  -7.617  0.435  -3.091
H  -1.178  -1.916  0.420
H  -0.890  -1.714  -1.235

Bottom line: version A, by a margin of 26.2 kcal/mol.